Entry 1:
Entry from the OMol25 dataset: a structure of composition C23H41N2O16PS at a distorted geometry (ωB97M-V/def2-TZVPD).

Geometry as XYZ:
```
84
Properties=species:S:1:pos:R:3:forces:R:3
C -2.464 0.313 0.998 -1.0 -0.4 0.0
C -3.573 -0.788 0.932 1.3 -0.3 0.2
N -3.934 -1.156 -0.455 -1.1 0.5 0.9
C -5.159 -0.522 -0.932 0.0 -1.5 -1.7
C -6.475 -0.852 -0.244 -0.3 1.1 0.0
C -7.650 -0.174 -0.592 0.7 -0.8 0.5
C -8.779 -0.597 0.073 -1.6 1.0 -0.6
C -8.781 -1.582 1.043 0.4 -0.1 0.0
N -7.665 -2.224 1.375 -0.5 0.1 -0.1
C -6.584 -1.845 0.711 1.5 -0.6 0.2
O -5.345 -1.218 -2.236 -0.6 1.1 -0.6
S -5.035 -0.250 -3.483 0.8 -1.1 0.6
O -5.928 -0.550 -4.531 -0.8 0.5 -0.1
O -3.639 -0.367 -3.731 -0.6 0.7 0.1
O -5.338 1.169 -2.753 -0.6 -1.8 0.0
C -4.881 0.930 -1.390 0.3 0.8 0.6
P -5.399 2.432 -0.396 1.6 1.8 0.2
C -5.651 2.080 1.403 -0.9 -0.2 -0.3
C -6.829 3.318 -1.164 -0.3 -0.5 -0.5
H -1.583 -0.103 1.492 0.0 0.3 -0.1
H -2.863 1.156 1.569 0.4 0.1 -0.1
H -2.210 0.617 -0.020 0.1 0.1 0.2
H -3.123 -1.685 1.378 -0.3 0.1 -0.1
H -4.426 -0.541 1.575 0.0 0.1 -0.3
H -4.150 -2.149 -0.483 0.3 0.0 -0.1
H -7.669 0.606 -1.346 -0.1 -0.1 0.1
H -9.731 -0.128 -0.179 0.2 -0.1 0.1
H -9.705 -1.847 1.552 0.2 0.0 0.0
H -5.666 -2.387 0.953 -0.3 0.0 0.2
H -3.792 0.972 -1.501 -0.2 0.1 0.5
H -5.960 1.062 1.660 0.2 0.2 0.1
H -4.759 2.412 1.937 0.0 -0.4 -0.1
H -6.458 2.748 1.737 0.1 -0.1 -0.2
H -7.388 3.904 -0.426 0.1 -0.4 0.1
H -6.400 4.054 -1.853 0.0 -0.2 0.1
H -7.514 2.704 -1.762 0.0 0.1 0.3
C 3.111 -0.430 -3.115 0.3 0.0 0.1
O 2.085 -0.059 -4.035 0.0 0.0 0.0
C 0.911 -0.666 -3.822 -0.1 0.1 -0.1
O 0.682 -1.463 -2.948 0.1 0.0 0.0
O 0.052 -0.236 -4.738 0.1 -0.1 -0.1
C -1.265 -0.807 -4.631 0.5 -0.2 -0.3
H 4.008 0.122 -3.386 -0.1 0.1 -0.2
H 2.830 -0.162 -2.097 -0.1 -0.1 0.0
H 3.325 -1.496 -3.183 -0.1 0.0 0.1
H -1.700 -0.560 -3.683 0.3 -0.1 0.2
H -1.219 -1.888 -4.764 0.0 0.0 0.1
H -1.869 -0.381 -5.424 0.2 0.2 0.0
C 9.585 1.591 -1.742 0.2 -0.2 0.1
O 8.718 2.687 -2.050 0.0 0.0 0.0
C 7.450 2.338 -2.262 0.1 0.1 0.0
O 7.005 1.221 -2.215 0.0 0.0 0.0
O 6.756 3.445 -2.536 0.0 0.0 0.0
C 5.370 3.212 -2.786 -0.3 0.1 -0.1
H 10.580 2.001 -1.591 -0.1 0.2 0.0
H 9.268 1.096 -0.825 -0.1 -0.1 -0.1
H 9.619 0.883 -2.568 -0.1 0.0 0.1
H 4.888 2.778 -1.910 0.0 -0.1 -0.1
H 5.239 2.566 -3.653 0.0 -0.1 0.1
H 4.911 4.175 -2.995 0.2 0.1 0.0
C 8.018 2.886 2.579 -0.3 0.0 -0.1
O 9.273 3.135 3.215 0.0 0.0 0.0
C 10.212 2.229 2.942 0.0 0.1 0.1
O 10.079 1.266 2.234 0.0 0.0 0.0
O 11.325 2.577 3.590 0.0 0.0 0.0
C 12.423 1.688 3.387 0.3 -0.1 0.0
H 7.345 3.686 2.878 0.2 0.1 0.1
H 8.126 2.903 1.495 0.0 -0.1 0.0
H 7.602 1.935 2.907 0.1 0.0 -0.1
H 12.703 1.655 2.335 -0.1 -0.1 0.0
H 12.182 0.689 3.748 -0.1 0.0 -0.1
H 13.259 2.077 3.961 -0.1 0.1 0.0
C -1.816 -4.297 6.182 0.0 0.1 0.3
O -1.435 -5.166 5.115 0.0 0.0 0.0
C -1.697 -4.686 3.899 0.1 -0.1 0.0
O -2.208 -3.624 3.654 0.0 0.1 0.0
O -1.296 -5.587 3.003 0.0 0.0 0.0
C -1.517 -5.203 1.644 0.0 0.0 -0.3
H -1.552 -4.797 7.110 0.1 -0.1 -0.1
H -1.274 -3.354 6.123 -0.1 0.0 -0.1
H -2.891 -4.121 6.170 0.0 0.1 -0.1
H -0.963 -4.296 1.405 -0.1 0.1 0.0
H -2.580 -5.063 1.452 0.0 0.1 0.1
H -1.151 -6.013 1.020 0.0 -0.1 0.2
```
Positions in Å, forces in eV/Å.

For the HOMO energy, the calculation gives -8.24 eV. The net charge is 0. For the HOMO-LUMO gap, the calculation gives 8.53 eV.

---

Entry 2:
Entry from the OMol25 dataset: a structure of composition C23H41N2P3PdS at a distorted geometry (ωB97M-V/def2-TZVPD).

Geometry as XYZ:
```
71
Properties=species:S:1:pos:R:3:forces:R:3
Pd -0.075 0.522 0.096 -0.2 0.1 0.5
P -0.707 2.205 1.557 -0.7 2.0 2.1
P -2.153 -0.543 -0.067 -3.0 -2.2 -0.7
P 2.153 1.103 0.071 3.7 0.4 -0.2
H 1.242 -1.728 -5.990 0.3 0.2 0.2
C 2.078 -1.841 -5.300 0.2 -0.3 -3.1
C 2.327 -3.180 -4.724 0.4 0.4 0.4
H 1.563 -3.960 -4.780 0.0 0.4 -0.2
C -1.129 3.707 0.631 0.2 -0.3 -0.4
C -2.138 1.939 2.646 -0.3 -0.5 -0.2
C 0.507 2.678 2.836 0.4 -0.2 -0.2
C -2.133 -2.147 -0.913 0.6 0.0 -0.4
C -3.289 -0.940 1.313 0.7 0.2 0.8
C -3.084 0.623 -1.117 0.9 0.7 -0.1
C 3.246 0.204 -1.072 -0.6 -0.5 -0.4
C 3.111 0.862 1.604 -0.8 -0.4 0.5
C 2.341 2.859 -0.404 -0.9 0.2 0.0
H 2.922 -1.163 -5.397 -0.1 0.0 0.0
H 3.324 -3.600 -4.904 -0.1 0.2 0.3
H -1.464 4.487 1.321 0.0 -0.1 0.0
H -1.925 3.483 -0.084 0.0 0.2 0.1
H -0.261 4.062 0.073 -0.1 0.1 0.0
H -2.319 2.846 3.241 0.2 -0.1 -0.2
H -1.936 1.112 3.336 0.0 0.1 -0.1
H -3.043 1.712 2.077 0.0 0.2 0.1
H 0.072 3.453 3.480 -0.1 -0.1 -0.2
H 1.435 3.060 2.406 -0.1 0.0 0.2
H 0.741 1.809 3.461 -0.1 0.1 -0.1
H -3.046 -2.712 -0.658 0.3 0.3 0.0
H -1.246 -2.703 -0.576 -0.3 -0.1 -0.1
H -2.070 -2.014 -2.001 0.0 0.0 0.4
H -4.316 -0.673 1.025 0.3 0.0 -0.1
H -3.014 -0.408 2.226 -0.3 -0.2 -0.1
H -3.232 -2.020 1.506 0.1 0.3 -0.1
H -4.119 0.270 -1.210 0.1 -0.1 0.1
H -2.612 0.675 -2.107 -0.2 0.0 0.2
H -3.075 1.626 -0.665 -0.2 -0.3 -0.2
H 4.240 0.668 -1.116 -0.2 0.1 0.2
H 2.827 0.176 -2.081 0.3 0.1 0.3
H 3.345 -0.829 -0.718 0.1 0.2 0.0
H 4.057 1.417 1.552 -0.2 0.0 -0.2
H 3.333 -0.208 1.694 0.0 0.2 0.0
H 2.569 1.173 2.499 0.2 0.0 -0.1
H 3.380 3.047 -0.706 -0.1 -0.3 0.1
H 2.090 3.535 0.422 0.1 -0.2 -0.2
H 1.679 3.087 -1.250 0.2 0.1 0.1
C 0.647 -1.491 -3.441 -0.4 -0.2 0.6
C 0.635 -0.094 -3.505 0.3 0.3 0.3
C -0.459 0.570 -4.051 -0.2 -0.1 0.2
C -1.513 -0.170 -4.593 -0.1 0.1 -0.2
C -1.531 -1.564 -4.486 -0.1 0.0 0.4
C -0.491 -2.212 -3.808 0.3 -0.3 -0.4
S 2.229 -2.357 -3.093 -0.5 -0.4 0.2
H 1.875 -3.396 -2.327 -0.4 -0.1 0.7
H 1.505 0.495 -3.224 -0.2 -0.2 -0.2
H -0.487 1.666 -4.061 0.1 -0.5 -0.2
H -2.317 0.360 -5.108 0.2 -0.3 0.1
H -2.367 -2.143 -4.896 0.4 0.2 0.2
H -0.508 -3.288 -3.640 -0.1 0.1 -0.3
N 2.997 0.620 5.544 -2.1 -1.3 -0.9
C 2.056 -0.007 5.233 2.0 1.2 0.6
C 0.881 -0.743 4.864 -0.3 -0.4 0.1
C -0.132 -0.988 5.807 -0.2 0.1 0.0
C -1.283 -1.659 5.400 0.2 -0.2 -0.7
C -1.368 -2.053 4.041 -0.4 0.3 0.6
N -0.413 -1.796 3.150 -0.1 -0.3 -0.3
C 0.717 -1.228 3.552 0.0 0.6 0.3
H -0.012 -0.643 6.838 0.0 -0.1 -0.3
H -2.114 -1.889 6.075 0.5 0.1 -0.2
H -2.258 -2.585 3.677 0.4 0.2 0.2
H 1.516 -1.139 2.816 -0.1 0.0 0.2
```
Positions in Å, forces in eV/Å.

For the HOMO energy (spin up / spin down), the calculation gives -18.84 / -19.60 eV. The net charge is +4. The calculation puts the relative energy (zero: lowest compared OMol25 entry of this formula, charge and spin) at 0.0 kJ/mol. For the HOMO-LUMO gap (spin up / spin down), the calculation gives 6.99 / 2.78 eV. Its spin multiplicity is 5.

---

Entry 3:
Entry from the OMol25 dataset: a structure of composition C23H41N3O4P2Ti at a distorted geometry (ωB97M-V/def2-TZVPD).

Geometry as XYZ:
```
74
Properties=species:S:1:pos:R:3:forces:R:3
Ti -0.682 -0.280 0.258 1.0 1.4 -2.9
P -2.694 0.973 -0.662 2.9 0.7 2.0
P 2.104 -1.143 0.575 0.1 -0.3 -0.2
N 0.083 0.164 -1.280 -0.8 -0.6 2.2
H -2.015 -0.584 -0.839 -0.1 -1.6 0.3
C -2.276 2.735 -0.472 -0.8 1.3 -0.4
H -3.220 3.300 -0.457 0.2 0.3 -0.1
H -1.677 3.090 -1.314 0.0 -0.1 0.0
H -1.737 2.998 0.446 -0.1 -0.5 -0.1
C -4.126 0.916 0.431 -0.7 -0.2 -0.2
H -4.764 1.767 0.161 -0.2 -0.3 0.1
H -3.856 1.006 1.489 0.2 0.0 -0.4
H -4.653 -0.027 0.291 -0.2 0.1 0.1
C -3.225 0.887 -2.388 -0.2 -0.2 -0.1
H -4.245 1.275 -2.463 0.1 0.0 -0.2
H -3.173 -0.146 -2.759 -0.1 0.3 0.2
H -2.550 1.499 -2.992 -0.1 -0.1 0.1
C 3.518 0.015 0.776 0.0 0.1 0.0
H 4.473 -0.536 0.816 -0.3 0.2 0.0
H 3.394 0.603 1.695 0.1 -0.1 -0.2
H 3.523 0.697 -0.086 0.0 -0.1 0.3
C 2.533 -2.350 1.898 0.2 -0.1 0.1
H 3.617 -2.556 1.907 -0.4 0.0 0.1
H 1.982 -3.288 1.737 0.2 0.3 0.1
H 2.238 -1.930 2.871 0.1 -0.2 -0.2
C 2.732 -2.040 -0.909 -0.2 -0.1 0.1
H 3.681 -2.553 -0.676 -0.3 0.2 -0.1
H 2.890 -1.301 -1.707 -0.1 -0.2 0.1
H 1.979 -2.765 -1.255 0.4 0.3 0.1
C 0.355 0.109 -2.584 0.3 0.3 -1.2
C 0.996 1.259 -4.613 0.1 -0.2 -0.4
C 0.821 1.273 -3.245 -0.3 -0.6 0.3
C 0.144 -1.082 -3.326 0.0 0.3 0.3
C 0.321 -1.070 -4.697 0.2 0.2 -0.1
C 0.759 0.090 -5.349 -0.1 0.1 -0.3
H 1.302 2.175 -5.109 0.1 -0.1 -0.1
H 0.977 2.145 -2.611 0.0 0.0 -0.3
H -0.163 -1.970 -2.766 0.1 0.3 -0.4
H 0.098 -1.972 -5.264 0.2 0.1 0.0
H 0.889 0.080 -6.439 0.0 0.1 0.5
C 0.478 1.377 3.056 -2.3 -1.5 -4.4
O 0.181 0.904 1.884 1.1 2.0 4.6
C 0.188 2.833 3.296 0.1 0.6 -0.1
H -0.485 2.934 4.167 0.4 -0.1 -0.2
H -0.331 3.279 2.424 0.5 -0.4 0.4
H 1.103 3.426 3.500 -0.4 -0.4 0.0
C 0.852 0.438 4.157 0.3 0.0 0.3
H 1.946 0.298 4.197 -0.3 0.1 0.0
H 0.390 -0.534 3.993 0.1 0.0 -0.3
H 0.516 0.800 5.138 0.2 0.1 -0.3
C -0.726 -6.350 2.474 0.1 -0.1 0.1
C -0.266 -5.119 1.709 0.1 0.3 -0.1
C -1.113 -4.842 0.443 -0.3 -0.5 -0.7
C -1.156 -6.033 -0.531 -0.4 0.1 0.1
C 0.203 -6.582 -0.927 0.2 0.0 -0.2
C -2.530 -4.469 0.866 -0.9 0.0 0.2
O -3.553 -5.078 0.624 1.2 0.6 0.4
N -2.563 -3.272 1.644 -0.7 -0.7 -0.2
C -1.664 -2.282 1.390 1.0 1.1 -0.9
O -1.718 -1.127 1.940 -0.7 -1.9 -0.1
N -0.747 -2.425 0.398 -0.3 -0.6 0.8
C -0.569 -3.613 -0.279 0.4 1.2 -0.6
O -0.004 -3.638 -1.371 -0.7 -0.4 1.3
H -1.787 -6.282 2.747 0.2 0.0 -0.1
H -0.144 -6.439 3.396 -0.1 -0.1 -0.1
H -0.576 -7.264 1.889 -0.1 0.2 0.1
H -0.300 -4.230 2.354 0.1 -0.3 -0.1
H 0.777 -5.231 1.384 -0.2 0.0 0.1
H -1.774 -6.817 -0.074 0.1 0.1 -0.2
H -1.673 -5.700 -1.442 0.0 -0.1 0.3
H 0.764 -6.990 -0.080 -0.1 0.0 -0.1
H 0.054 -7.384 -1.655 0.1 0.0 0.1
H 0.799 -5.798 -1.407 -0.1 -0.3 0.1
H -3.483 -2.973 1.948 0.1 -0.1 0.2
```
Positions in Å, forces in eV/Å.

For the HOMO energy, the calculation gives -6.10 eV. The net charge is 0. For the HOMO-LUMO gap, the calculation gives 5.95 eV.